A structure of composition C36H29CsFN7O5S2, computed with ωB97M-V/def2-TZVPD.

Last column: Löwdin charge in e.
Atoms and positions in Å:
1 Cs 0.8352 -0.2121 -2.8918  1.322
2 F 1.8694 0.1342 4.6545  0.007
3 C 1.1527 -0.8436 3.9658  -0.174
4 C 1.2079 -0.8178 2.6007  0.091
5 C 0.5544 -1.8171 1.8368  -0.040
6 C 0.7069 -1.8066 0.3926  -0.327
7 O 1.3446 -0.9115 -0.1856  -0.111
8 C 0.0742 -2.9299 -0.2759  -0.024
9 C -0.6482 -3.8167 0.4219  0.033
10 N -0.8218 -3.7817 1.8001  -0.009
11 C -1.4594 -4.8721 2.4544  -0.277
12 C -0.6266 -5.8423 3.2528  -0.103
13 C -1.2530 -6.2727 1.9627  -0.089
14 C -0.1998 -2.7957 2.5275  -0.132
15 C -0.2946 -2.7503 3.9149  0.057
16 C 0.4065 -1.7788 4.6781  -0.140
17 N 0.4133 -2.0079 6.0984  -0.110
18 C 0.5907 -0.9311 7.0251  -0.172
19 C 2.0647 -0.5921 7.3469  -0.193
20 N 2.8083 -1.8434 7.6704  -0.026
21 C 2.6594 -2.8507 6.5784  -0.169
22 C 1.1638 -3.1760 6.4876  -0.177
23 C 0.3199 -3.2691 -1.7820  -0.732
24 O -0.1126 -2.4684 -2.6150  -0.360
25 O 0.8984 -4.3471 -1.9348  0.001
26 H 1.7723 -0.0654 2.0736  0.137
27 H -1.1341 -4.6414 -0.0751  0.141
28 H -2.4427 -4.6363 2.8570  0.150
29 H -1.0175 -6.2184 4.1879  0.098
30 H 0.4411 -5.6868 3.2485  0.110
31 H -2.0926 -6.9514 1.9896  0.102
32 H -0.5971 -6.4195 1.1198  0.108
33 H -0.9072 -3.4504 4.4599  0.116
34 H 0.0861 -1.1955 7.9682  0.110
35 H 0.1193 -0.0362 6.6211  0.131
36 H 2.1294 0.0902 8.1955  0.085
37 H 2.5323 -0.1341 6.4778  0.098
38 H 2.4029 -2.2516 8.5239  0.008
39 H 3.7963 -1.6262 7.8363  0.025
40 H 3.2725 -3.7229 6.8059  0.089
41 H 2.9788 -2.4082 5.6326  0.125
42 H 0.8123 -3.5438 7.4628  0.107
43 H 0.9986 -3.9514 5.7406  0.115
44 S 4.2260 -1.5974 -6.9678  0.584
45 C 5.6612 -0.7219 -6.7047  -1.321
46 S 5.6615 0.1956 -5.2682  0.590
47 C 6.7538 -0.7534 -7.5777  -0.433
48 C 6.8223 -1.5709 -8.7011  -0.293
49 N 6.9518 -2.2437 -9.6341  0.113
50 C 7.8757 0.0485 -7.3873  -0.301
51 N 8.8275 0.7003 -7.2977  0.115
52 O 1.4879 4.1487 -2.5762  0.030
53 C 0.4070 3.7727 -2.9783  -0.594
54 N -0.6443 4.6651 -3.2292  0.128
55 C -1.8823 3.9412 -3.3576  -0.303
56 C -1.2772 2.4761 -3.5286  -0.548
57 O -1.9818 1.5290 -3.8205  0.018
58 N 0.0129 2.5105 -3.2668  0.004
59 C -2.6625 4.2757 -4.5850  -0.154
60 C -2.0540 4.9043 -5.6689  -0.017
61 C -2.7677 5.1628 -6.8236  -0.095
62 C -4.0979 4.7881 -6.9249  -0.114
63 C -4.6999 4.1310 -5.8649  -0.092
64 C -3.9896 3.8716 -4.7080  -0.032
65 C -2.6430 4.0375 -2.0516  -0.134
66 C -3.5168 5.0966 -1.8199  -0.039
67 C -4.1092 5.2664 -0.5808  -0.099
68 C -3.8375 4.3844 0.4512  -0.112
69 C -2.9665 3.3307 0.2330  -0.079
70 C -2.3696 3.1626 -1.0039  0.001
71 H -0.6299 5.5787 -2.8044  0.144
72 H -1.0095 5.1708 -5.6007  0.113
73 H -2.2810 5.6503 -7.6581  0.095
74 H -4.6575 4.9961 -7.8280  0.090
75 H -5.7316 3.8132 -5.9439  0.095
76 H -4.4533 3.3331 -3.8956  0.121
77 H -3.7290 5.7957 -2.6175  0.116
78 H -4.7824 6.0974 -0.4131  0.093
79 H -4.2958 4.5212 1.4224  0.091
80 H -2.7421 2.6373 1.0321  0.100
81 H -1.6839 2.3434 -1.1591  0.118

For the HOMO energy (alpha / beta), the calculation gives -3.24 / -0.96 eV. The spin multiplicity is 1. The value obtained for the HOMO-LUMO gap (alpha / beta) is 6.092 / 3.772 eV. For the relative energy (zero: lowest compared OMol25 entry of this formula, charge and spin), the calculation gives 2.309 eV. As for the charge: -2.